No. 1
# C3H6N2O

C3H6N2O in the gas phase (ωB97M-V with the def2-TZVPD basis set, OMol25).

Energy relative to the best compared isomer or geometry (same formula, charge and spin)   107.79 kJ/mol
HOMO level   -0.325 hartree
E_LUMO   0.92 eV
Molecular weight   86.09 Da
Kohn-Sham gap   9.8 eV

Geometry as ORCA input:
```
! wB97M-V def2-TZVPD RIJCOSX def2/J DEFGRID3
* xyz 0 1
C 1.50823 -1.41700 0.16566
C 0.16718 -1.35580 0.20267
N -0.64888 -0.44430 -0.46759
C -0.60422 0.79451 -0.16462
N -1.32496 1.71726 -0.87352
O 0.13377 1.32411 0.83328
H 2.01851 -2.27313 0.60310
H 2.10636 -0.70201 -0.39768
H -0.37944 -2.09977 0.78460
H -2.03680 1.28928 -1.45017
H -1.58474 2.58202 -0.42108
H 0.64499 0.58483 1.18536
*
```

No. 2
# C3H6N2O

C3H6N2O in the gas phase (ωB97M-V with the def2-TZVPD basis set, OMol25).

Energy relative to the best compared isomer or geometry (same formula, charge and spin)   202.28 kJ/mol
HOMO level   -0.353 hartree
E_LUMO   0.43 eV
Molecular weight   86.09 Da
Kohn-Sham gap   10.0 eV

Geometry as ORCA input:
```
! wB97M-V def2-TZVPD RIJCOSX def2/J DEFGRID3
* xyz 0 1
H -0.06782 0.16904 2.08789
N -0.74711 0.62531 1.58248
C -0.46118 0.73529 0.35185
N -1.38551 1.28470 -0.53596
C 0.81681 0.28777 -0.28222
C 0.48722 -1.08287 -0.68477
O 1.33234 -1.97720 -0.27610
H -1.06694 1.42223 -1.46882
H -2.24696 1.79502 -0.18319
H 1.37983 0.83027 -1.13110
H 1.62121 0.06786 0.42300
H -0.40690 -1.47799 -1.15378
*
```

Question: What is the E_LUMO in the first record?
Answer: 0.92 eV